Record 1
62
Properties=species:S:1:pos:R:3:forces:R:3:lowdin_charge:R:1 method="wB97M-V/def2-TZVPD" e_lumo_ev=-8.090 e_tot_ev=-35864.184 charge=+1 max_force_ha_per_bohr=0.047 molar_mass_da=539.68 homo_energy_ev=-11.2743 gap_ev=3.2
Pb 3.5412 -0.6526 -2.7558 -0.9 0.8 0.8 1.4658
F 0.1665 -1.5928 -0.0663 0.9 0.3 -0.7 -0.5574
C -4.6082 3.6340 0.2499 0.0 1.1 0.6 -0.0704
C -5.2140 2.5004 -0.5186 0.6 0.1 0.8 -0.5622
C -6.4079 2.9578 -1.2647 -1.6 -0.3 -0.2 -0.0606
O -4.2483 2.0587 -1.4028 1.4 -1.1 -1.6 -0.0445
H -4.2352 4.3779 -0.4541 -0.2 0.1 -0.2 0.0832
H -3.7320 3.3871 0.8493 -0.2 -0.4 0.2 0.0772
H -5.3657 4.1020 0.8786 0.1 0.1 0.2 0.0821
H -5.3892 1.6594 0.1523 -0.8 0.1 0.2 0.1420
H -7.1781 3.1569 -0.5196 -0.2 0.5 -0.1 0.0864
H -6.8563 2.2054 -1.9136 0.3 -0.3 0.0 0.0828
H -6.2491 3.8193 -1.9133 0.3 0.2 0.3 0.0900
H -3.7239 1.4113 -0.9258 0.3 0.0 -0.3 0.0939
C -0.5083 -2.4524 8.2624 -1.5 0.1 -0.3 -0.0533
C -0.6056 -1.7975 6.8737 1.4 -0.5 0.8 -0.4964
C 0.0996 -0.4662 6.8913 -0.2 0.2 -0.4 -0.0785
O 0.0507 -2.6612 5.9359 -0.2 -0.2 0.2 -0.0587
H -1.0890 -1.8306 8.9438 0.1 0.2 0.2 0.0746
H 0.4924 -2.5611 8.6806 0.1 0.1 -0.5 0.0838
H -1.0348 -3.4065 8.2880 0.3 -0.2 -0.1 0.0746
H -1.6083 -1.5805 6.5055 -0.4 -0.5 0.5 0.1325
H -0.3098 0.2083 7.6434 -0.1 0.0 -0.1 0.0820
H -0.1382 -0.0947 5.8946 0.6 0.8 0.0 0.0748
H 1.1710 -0.5750 7.0594 0.0 0.0 -0.2 0.0860
H 0.0528 -2.2330 5.0767 0.0 0.0 -0.1 0.0785
C -2.4186 -7.6712 0.9126 0.5 -1.3 -0.3 -0.0424
C -0.9677 -8.0926 0.5224 -0.3 -0.4 -0.6 -0.4732
C -0.7821 -9.5064 -0.0817 -0.5 1.1 0.6 -0.0549
O -0.4540 -7.1936 -0.4577 0.2 0.3 0.1 -0.0750
H -2.4964 -7.2332 1.9077 0.1 0.5 -0.3 0.0732
H -3.0694 -8.5441 0.9634 0.0 -0.2 0.0 0.0665
H -2.8240 -7.0871 0.0865 0.0 0.4 0.3 0.0778
H -0.3133 -8.0945 1.3941 -0.1 0.3 0.3 0.1216
H -1.3190 -10.1454 0.6194 0.4 -0.6 -0.2 0.0753
H 0.2915 -9.6864 -0.1371 -0.1 -0.3 0.2 0.0741
H -1.1810 -9.6132 -1.0905 -0.3 0.2 0.1 0.0782
H -0.6930 -6.3074 -0.1767 0.1 0.2 0.0 0.0786
C 6.3692 2.6234 -1.7450 0.9 -1.8 -0.1 -0.1311
O 4.9843 2.6243 -1.8774 -1.7 1.6 0.2 -0.2446
C 4.4407 3.8610 -1.3669 -1.3 0.7 0.7 -0.1940
C 2.8782 3.9661 -1.3355 1.1 -1.7 0.0 -0.1935
N 2.3342 3.5507 -2.6153 -0.9 0.3 -0.5 -0.0663
C 2.4381 4.5366 -3.7006 0.1 -0.5 -0.7 -0.1776
C 1.6414 4.1145 -4.9681 0.8 0.2 0.7 -0.2173
O 2.2497 2.9488 -5.4783 -0.4 -0.7 -0.8 -0.2201
C 2.0018 2.6702 -6.8809 0.1 0.0 0.9 -0.0749
H 6.6866 2.6795 -0.7037 0.0 0.4 0.1 0.0993
H 6.9386 3.2833 -2.3995 -0.4 0.5 0.1 0.1030
H 6.6021 1.6082 -2.0665 0.6 -0.1 0.0 0.0742
H 4.7588 4.7679 -1.8811 0.6 -0.4 -0.8 0.1201
H 4.7899 4.0516 -0.3521 0.1 -0.4 0.3 0.1217
H 2.5736 4.9414 -0.9561 0.2 0.5 -0.4 0.1242
H 2.4525 3.2740 -0.6089 0.2 -0.2 0.2 0.1168
H 1.3464 3.3764 -2.4971 -0.2 -0.2 0.1 0.1094
H 3.5005 4.5942 -3.9373 0.0 0.2 -0.3 0.1176
H 2.1015 5.5305 -3.4059 -0.1 0.2 0.2 0.1231
H 1.6433 4.9258 -5.6961 0.4 0.2 -0.1 0.1212
H 0.5838 3.9860 -4.7377 -0.2 -0.4 0.2 0.1232
H 2.4852 1.7178 -7.0985 0.5 0.3 0.0 0.0783
H 2.3933 3.5002 -7.4690 0.0 -0.2 -0.2 0.0918
H 0.9613 2.4683 -7.1356 -0.3 0.5 0.3 0.0872

Record 2
79
Properties=species:S:1:pos:R:3:forces:R:3:lowdin_charge:R:1 method="wB97M-V/def2-TZVPD" e_lumo_ev=-6.649 e_tot_ev=-92048.082 charge=+2 max_force_ha_per_bohr=0.143 molar_mass_da=661.68 homo_energy_ev=-14.6564 gap_ev=8.0
N 18.7211 -12.5028 -21.9580 0.2 0.4 0.7 0.2763
H 19.7039 -12.3344 -21.7024 -0.3 -0.1 -0.2 0.1533
H 18.4180 -11.7509 -22.5838 0.2 -0.4 -0.1 0.1463
H 18.1521 -12.4535 -21.0303 0.1 -0.5 0.3 0.0923
H 18.6334 -13.4397 -22.3814 -0.2 0.4 0.1 0.1181
N 17.2284 -9.6372 -19.5571 0.1 -1.8 -0.2 0.2604
H 17.2239 -10.7506 -19.5899 0.0 0.3 0.8 0.0810
H 16.6087 -9.2965 -20.2904 0.0 0.5 0.4 0.1310
H 18.1966 -9.3873 -19.7760 -0.3 0.5 0.4 0.1395
H 16.9575 -9.3290 -18.5978 0.4 0.5 -0.5 0.1202
N 14.8102 -12.5785 -20.9047 0.8 1.2 0.2 0.2770
H 14.5618 -13.4263 -21.4394 0.2 -0.2 0.8 0.1147
H 14.0738 -12.2248 -20.2778 -0.1 -0.4 -0.5 0.1600
H 15.0303 -11.8567 -21.6027 -0.5 -0.1 0.2 0.1389
H 15.7068 -12.6005 -20.2945 0.0 -0.7 -0.2 0.1008
C 17.4390 -13.2101 -18.3193 0.2 1.0 0.3 -0.1898
O 17.3358 -12.3687 -19.4694 -0.2 0.3 -1.7 -0.4589
H 16.5921 -13.9041 -18.3080 0.3 -0.1 0.3 0.0685
H 18.4023 -13.7346 -18.2027 -0.2 -0.2 -0.6 0.0614
H 17.4585 -12.5838 -17.4148 -0.5 -0.1 -0.1 0.0760
C 24.1560 -14.9417 -15.8049 -0.4 -0.5 1.0 -0.0146
C 22.8046 -15.3516 -16.3808 0.9 0.8 0.3 -0.2881
C 22.1541 -16.6114 -15.8192 0.1 -0.8 -0.5 -0.0754
O 20.8966 -16.1721 -15.2969 0.5 -1.1 0.0 0.0897
C 20.8203 -14.8427 -15.3381 4.4 -3.1 -1.9 -0.6697
O 20.0137 -14.2278 -14.8485 -5.6 4.0 2.8 0.2267
O 21.8679 -14.3152 -15.9727 1.0 0.0 -1.5 0.0616
H 24.8891 -15.7431 -15.8976 0.1 0.1 -0.2 0.0973
H 24.0239 -14.7521 -14.7342 0.1 -0.1 0.0 0.1029
H 24.5246 -14.0097 -16.2206 0.1 -0.1 -0.4 0.0716
H 22.9472 -15.3898 -17.4669 -0.7 0.1 0.0 0.1458
H 22.7702 -17.1333 -15.0845 -0.2 0.4 0.4 0.1418
H 21.9596 -17.3708 -16.5796 -0.1 0.2 -0.1 0.1313
C 19.1505 -10.8326 -14.4837 0.1 -0.4 -1.1 -0.0186
C 18.1813 -9.6714 -14.5341 0.3 -0.5 -0.5 -0.2384
C 18.8278 -8.3190 -14.1691 -0.1 -0.3 -0.4 -0.0448
O 18.4014 -7.4453 -15.2363 -0.1 -0.4 -0.2 0.0868
C 17.9138 -8.1564 -16.2684 -0.7 0.9 1.4 -0.5587
O 17.5454 -7.6160 -17.2839 0.3 -1.3 -0.3 0.1121
O 17.7351 -9.4578 -15.9418 0.7 0.5 0.2 0.0522
H 18.7599 -11.7488 -14.9364 -0.5 0.1 0.3 0.0712
H 19.4463 -11.0954 -13.4722 0.2 0.2 0.1 0.1069
H 19.9998 -10.6292 -15.1414 0.3 0.4 0.6 0.0623
H 17.2829 -9.9465 -13.9785 0.0 0.5 0.0 0.1572
H 19.9182 -8.3183 -14.1938 0.0 -0.4 -0.1 0.1209
H 18.5281 -7.9662 -13.1872 -0.4 0.3 -0.2 0.1423
C 18.2851 -16.8364 -20.0324 0.0 0.1 0.2 -0.1320
C 18.8467 -15.6009 -20.7260 2.0 -0.7 1.0 -0.1876
O 17.9073 -15.1976 -21.7130 -0.3 0.0 0.0 -0.2277
S 16.5612 -16.1113 -21.5808 0.2 -0.5 1.2 0.6109
O 16.6028 -17.1218 -22.5395 0.6 -1.0 -0.7 -0.1410
O 15.4026 -15.3206 -21.5024 -0.8 1.6 0.1 -0.2225
O 16.8645 -16.6049 -20.0930 0.0 0.0 -0.8 -0.1670
H 18.5879 -16.8659 -18.9931 -0.1 -0.1 0.2 0.1416
H 18.5430 -17.7786 -20.5145 -0.1 0.1 -0.1 0.1440
H 19.8392 -15.8719 -21.1114 -0.5 0.1 -0.7 0.1455
H 19.0856 -14.8202 -19.9934 -0.8 0.2 -0.2 0.1055
C 15.1994 -15.7900 -15.9150 0.7 -0.2 -0.9 -0.2061
C 14.5651 -17.0159 -15.3169 0.1 -0.3 0.5 -0.1577
O 13.8160 -16.5060 -14.2082 -0.2 0.7 -0.1 -0.1728
S 13.4003 -14.9683 -14.4545 0.6 -0.7 0.1 0.5955
O 14.0249 -14.1131 -13.5306 1.0 0.3 0.6 -0.2031
O 12.0127 -14.8912 -14.5851 -1.4 0.0 -0.9 -0.1883
O 14.1539 -14.8266 -15.8882 -0.5 0.1 0.3 -0.1989
H 15.4748 -15.9876 -16.9538 -0.2 0.2 0.0 0.1180
H 16.0963 -15.4106 -15.4202 -0.2 -0.1 0.4 0.1346
H 15.2468 -17.7531 -14.9005 0.2 0.1 -0.1 0.1404
H 13.9102 -17.4981 -16.0459 -0.2 0.1 0.2 0.1379
C 21.6350 -11.0057 -17.4269 0.2 -0.8 -0.1 -0.2024
C 22.9870 -11.1822 -16.7789 0.4 0.4 1.2 -0.1590
O 23.5933 -9.8821 -16.8639 -0.4 0.7 -0.1 -0.1734
S 22.4788 -8.7447 -16.6392 0.0 -1.2 -0.7 0.6062
O 22.6724 -7.7294 -17.5784 0.2 0.7 -1.3 -0.1854
O 22.3011 -8.3749 -15.2984 -0.2 -0.4 1.3 -0.1935
O 21.2177 -9.7031 -17.0787 0.2 0.7 0.1 -0.2161
H 20.9186 -11.7199 -17.0162 0.0 0.0 -0.1 0.1174
H 21.7440 -11.1386 -18.5124 -0.3 0.3 0.1 0.1274
H 23.6589 -11.8889 -17.2502 -0.1 0.0 -0.1 0.1293
H 22.9075 -11.3776 -15.7041 -0.2 -0.5 -0.2 0.1408

Record 3
62
Properties=species:S:1:pos:R:3:forces:R:3:lowdin_charge:R:1 method="wB97M-V/def2-TZVPD" e_lumo_ev=-0.299 e_tot_ev=-58358.465 max_force_ha_per_bohr=0.221 molar_mass_da=393.68 homo_energy_ev=-6.1172 gap_ev=5.8
C 36.3634 -17.1778 7.2488 -2.5 -2.1 -5.8 -0.1020
C 35.2231 -18.0047 7.8093 -2.9 2.0 -3.5 -0.2741
C 35.6420 -19.0491 8.6766 -1.2 4.2 5.2 -0.3028
C 34.5835 -19.7872 9.2791 -0.7 0.0 5.1 -0.0926
N 34.9086 -21.2090 9.7393 -0.5 -1.6 -5.1 -0.2540
C 33.7843 -21.8496 10.3443 -4.3 -1.8 -1.7 -0.1478
C 34.2142 -22.9655 11.2771 2.1 3.9 0.8 -0.1040
C 35.7223 -22.7635 11.3990 0.7 1.0 -1.5 -0.0843
C 35.8766 -21.4300 10.7165 5.1 3.9 0.7 -0.2028
C 35.2666 -22.0913 8.5034 3.7 -2.6 2.9 0.0709
H 36.7414 -17.8634 6.3331 0.5 1.4 2.6 0.1346
H 36.9728 -16.7693 7.9493 2.4 0.8 1.8 0.0327
H 35.9653 -16.3818 6.5754 0.0 -0.1 1.0 0.0812
H 34.6060 -18.4714 6.7814 1.4 1.2 3.2 0.2052
H 34.5206 -17.3583 8.3859 0.1 -0.2 -0.7 0.1261
H 36.3945 -18.8019 9.4204 -0.1 1.1 0.5 0.1522
H 36.1284 -19.6865 8.2601 6.0 -7.4 -6.2 0.0220
H 33.8212 -19.8260 8.5843 -2.2 -0.6 -0.9 0.1224
H 34.3358 -19.2242 10.2581 -0.5 -1.1 -1.5 0.1802
H 32.9751 -22.1555 9.5292 1.9 0.3 1.5 0.2026
H 33.2470 -21.2416 10.9583 -1.2 2.8 1.3 0.0997
H 34.1131 -23.6788 10.6564 -1.3 -6.6 -2.9 -0.0075
H 33.6996 -22.9559 12.2076 -0.5 -0.4 0.4 0.1329
H 36.4945 -23.4641 10.9233 -1.6 0.4 1.2 0.1633
H 35.8683 -22.4290 12.3744 1.2 -0.7 2.0 0.0972
H 36.9239 -21.1538 10.3012 -1.5 -1.0 0.4 0.1736
H 35.7135 -20.5015 11.2874 0.1 -0.7 1.4 0.1425
H 34.5849 -22.0107 7.8145 -3.8 1.5 -4.3 0.0267
H 35.0386 -23.2049 8.6600 0.7 1.3 0.7 0.1274
H 36.3292 -22.0330 8.0821 -1.5 0.5 1.0 0.1463
O 33.5960 -24.0918 6.1894 2.5 7.3 3.6 -0.4879
H 33.3357 -24.8210 5.8263 -2.5 -6.8 -3.4 -0.3207
C 31.5696 -25.5507 9.7674 -0.5 0.2 2.2 -0.3017
S 33.0842 -25.5894 8.8395 2.4 -1.6 1.2 0.8172
O 34.1055 -26.1857 9.8907 -1.7 1.1 -1.8 -0.6047
C 32.5870 -26.9886 7.7610 4.8 -0.6 -0.8 -0.2315
H 31.4909 -26.5429 10.2578 -0.4 0.3 -0.7 0.0551
H 30.7051 -25.2618 9.1335 0.5 -0.2 0.6 0.0669
H 31.7041 -24.8915 10.7224 -0.2 -0.6 -2.1 0.0769
H 33.2715 -27.1958 6.7598 -0.4 0.3 3.2 0.1223
H 31.8935 -26.6223 7.1667 -4.5 1.8 -2.1 -0.0365
H 32.3252 -27.8562 8.3303 0.0 -0.4 0.2 0.0520
C 37.2448 -24.9830 5.5366 2.2 0.0 2.7 -0.2853
S 35.8935 -25.9323 6.1521 0.8 -2.4 -1.6 0.8003
O 35.8931 -27.0665 5.0941 -0.9 1.1 0.9 -0.5826
C 36.8220 -26.7562 7.4470 0.7 3.7 1.8 -0.2736
H 37.6066 -24.2677 6.3642 -0.1 -1.2 -1.2 0.0743
H 36.9293 -24.4051 4.7687 -1.4 1.9 -2.4 -0.0055
H 38.0144 -25.6562 5.0817 -0.5 0.3 1.0 0.0803
H 37.5750 -27.3556 6.9874 0.8 -0.2 -0.2 0.0334
H 36.0780 -27.3672 7.8837 -0.5 -0.6 1.1 0.0062
H 37.2305 -25.8454 8.2209 -1.0 -2.9 -1.9 0.1262
C 32.7780 -24.2257 2.7401 -0.2 2.6 2.8 -0.2532
S 31.4037 -24.8151 3.7318 -1.8 1.4 -0.8 0.8213
O 30.1681 -24.7210 2.9137 -0.7 0.1 -0.2 -0.5796
C 31.8919 -26.4911 3.7239 3.3 3.9 -6.5 -0.2368
H 33.0012 -24.6833 1.8636 0.6 -2.4 -2.3 0.0117
H 33.4758 -24.3245 3.5849 0.9 0.5 -0.8 0.0251
H 32.7094 -23.1600 2.3850 -0.4 -0.7 1.2 0.0815
H 32.8629 -26.2600 3.9830 2.7 -0.5 1.3 -0.0038
H 32.0724 -26.7434 2.6355 -1.1 -0.7 1.3 0.1062
H 31.4619 -27.0114 4.3959 -3.4 -4.1 4.1 -0.0214